(1)
126
Properties=species:S:1:pos:R:3 method="wB97M-V/def2-TZVPD" homo_energy_ev=-12.9 de_lowest_kj_mol=84.8 gap_ev=6.671 energy_ev=-130901.3182 charge=+2 lumo_ha=-0.22721
Ti -0.0840 0.5740 -0.5237
O 0.1128 1.1436 -2.1704
C 0.9623 1.8640 -2.9653
C 0.6232 2.1648 -4.2629
C 1.5058 2.9021 -5.0431
C 2.7206 3.3390 -4.5260
C 3.0370 3.0500 -3.2129
C 2.1622 2.3193 -2.4140
C 2.4603 2.1725 -0.9996
N 1.6823 1.5929 -0.1572
N 2.0469 1.6442 1.2042
C 1.1401 1.0597 1.9112
O 0.1102 0.4422 1.2997
C 1.1778 1.1152 3.3758
C 2.0606 1.9731 4.0338
C 2.0620 2.0234 5.4167
C 1.1919 1.2151 6.1456
C 0.3180 0.3582 5.4914
C 0.3042 0.3116 4.1048
H -0.3223 1.8100 -4.6583
H 1.2370 3.1394 -6.0661
H 3.4054 3.9097 -5.1399
H 3.9693 3.4063 -2.7818
H 3.3701 2.6139 -0.6105
H 2.7373 2.5919 3.4533
H 2.7420 2.6915 5.9326
H 1.1981 1.2561 7.2300
H -0.3589 -0.2690 6.0619
H -0.3779 -0.3491 3.5805
O -3.4659 1.4601 -0.9983
C -4.2901 0.4124 -1.3001
C -5.4441 0.5081 -2.0666
C -6.2196 -0.6224 -2.2624
C -5.8464 -1.8456 -1.7231
C -4.6365 -1.9477 -1.0601
C -3.8345 -0.8237 -0.8564
P -2.0833 -1.0722 -0.3703
C -2.0929 -1.9677 1.2061
C -0.8952 -2.5177 1.6774
C -0.8649 -3.1910 2.8882
C -2.0220 -3.2990 3.6545
C -3.2070 -2.7370 3.2034
C -3.2468 -2.0730 1.9798
C -1.6605 -2.3204 -1.6463
C -1.7115 -3.6850 -1.3964
C -1.5136 -4.5903 -2.4330
C -1.2532 -4.1350 -3.7180
C -1.1982 -2.7679 -3.9722
C -1.4041 -1.8640 -2.9410
C -3.8318 2.7809 -0.8684
C -5.1273 3.2734 -0.8750
C -5.3266 4.6433 -0.7598
C -4.2564 5.5109 -0.6220
C -2.9740 4.9936 -0.5217
C -2.7541 3.6241 -0.6219
P -1.1856 2.9004 -0.0091
C 0.0220 4.1961 -0.4449
C 1.0688 4.5819 0.3892
C 2.0028 5.5152 -0.0465
C 1.9022 6.0679 -1.3183
C 0.8682 5.6800 -2.1602
C -0.0642 4.7459 -1.7267
C -1.5579 3.0078 1.7763
C -2.2473 1.9292 2.3324
C -2.6739 1.9677 3.6498
C -2.3911 3.0788 4.4366
C -1.7129 4.1592 3.8892
C -1.3091 4.1329 2.5580
H -5.7292 1.4355 -2.5362
H -7.1267 -0.5415 -2.8511
H -6.4649 -2.7238 -1.8668
H -4.2930 -2.9194 -0.7247
H 0.0102 -2.4259 1.0900
H 0.0623 -3.6274 3.2426
H -1.9973 -3.8218 4.6048
H -4.1089 -2.8173 3.7989
H -4.1786 -1.6374 1.6379
H -1.9085 -4.0487 -0.3902
H -1.5552 -5.6556 -2.2324
H -1.1000 -4.8438 -4.5246
H -1.0076 -2.4095 -4.9783
H -1.3851 -0.8051 -3.1513
H -5.9823 2.6222 -0.9286
H -6.3402 5.0275 -0.7727
H -4.4188 6.5786 -0.5488
H -2.1426 5.6598 -0.3223
H 1.1778 4.1437 1.3715
H 2.8065 5.8210 0.6174
H 2.6265 6.8069 -1.6485
H 0.7820 6.1069 -3.1529
H -0.8753 4.4583 -2.3855
H -2.4625 1.0553 1.7322
H -3.2206 1.1282 4.0664
H -2.7053 3.1052 5.4763
H -1.5072 5.0357 4.4947
H -0.8306 5.0069 2.1326
O 1.1051 -1.0206 -0.8134
S 2.6434 -1.0662 -1.1115
C 3.4063 -1.4789 0.5048
C 4.3237 -2.6601 0.5956
C 5.5927 -2.5950 0.0242
C 6.4604 -3.6734 0.1199
C 6.0665 -4.8172 0.8030
C 4.8063 -4.8783 1.3904
C 3.9375 -3.8021 1.2856
C 2.9062 -2.4923 -2.1687
C 2.6887 -3.8970 -1.6510
C 3.6547 -4.8521 -1.9508
C 3.5016 -6.1640 -1.5245
C 2.3854 -6.5311 -0.7838
C 1.4169 -5.5798 -0.4845
C 1.5629 -4.2710 -0.9254
H 2.5403 -1.5476 1.1638
H 3.9438 -0.5609 0.7435
H 5.9143 -1.6886 -0.4873
H 7.4513 -3.6130 -0.3207
H 6.7451 -5.6599 0.8827
H 4.5008 -5.7656 1.9336
H 2.9497 -3.8535 1.7382
H 3.9437 -2.3499 -2.4877
H 2.2600 -2.2477 -3.0191
H 4.5442 -4.5680 -2.5110
H 4.2630 -6.8991 -1.7638
H 2.2695 -7.5558 -0.4449
H 0.5381 -5.8620 0.0897
H 0.7967 -3.5393 -0.7094


(2)
159
Properties=species:S:1:pos:R:3 method="wB97M-V/def2-TZVPD" homo_energy_ev=-8.9 gap_ev=5.671 energy_ev=-92592.6011 charge=+1 lumo_ha=-0.11732
N 6.1423 1.1402 -1.7120
C 5.7616 0.7748 -0.5221
N 6.1623 1.2144 0.7466
C 5.1127 0.7050 1.7064
C 3.9434 0.2917 0.7439
C 2.9363 -0.6327 1.5298
C 2.2422 -1.6620 0.5332
C 1.2435 -2.6337 1.2564
C 0.1964 -3.3192 0.2805
C -1.0988 -2.4304 0.0283
C -2.4647 -3.2086 0.2936
C -3.4875 -2.3634 1.2004
C -4.9059 -2.1907 0.5170
C -5.6446 -0.8493 0.9445
C -4.8421 0.4509 0.5380
C -5.7603 1.7453 0.3986
C -5.0856 2.7318 -0.6372
N -4.6451 4.0238 -0.0728
C -4.7783 4.5945 1.2003
C -4.1237 5.9095 1.1385
C -3.6038 6.1639 -0.2480
C -3.9736 4.9136 -0.8907
O 3.1905 1.3231 0.0649
N 3.3375 2.5660 0.6999
O 2.4854 2.7086 1.4911
N 4.7543 -0.2863 -0.3584
H 6.8222 1.8966 -1.8008
H 5.7540 0.7052 -2.5519
H 6.2557 2.2403 0.8753
H 4.8372 1.3889 2.5507
H 5.6258 -0.1650 2.2062
H 3.5105 -1.1713 2.3396
H 2.1644 0.0477 1.9931
H 1.6569 -1.0488 -0.2115
H 3.0724 -2.1818 -0.0115
H 0.6789 -2.0752 2.0605
H 1.8392 -3.4195 1.8106
H 0.7273 -3.4083 -0.7175
H -0.0408 -4.3588 0.6231
H -1.0276 -1.4733 0.6159
H -1.1163 -2.1733 -1.0731
H -2.9491 -3.4182 -0.7058
H -2.3165 -4.2097 0.7779
H -3.5623 -2.8496 2.2168
H -3.0231 -1.3481 1.3281
H -4.8799 -2.2307 -0.6043
H -5.5336 -3.0547 0.8802
H -5.8368 -0.8398 2.0573
H -6.6658 -0.8865 0.4599
H -4.1252 0.6822 1.3812
H -4.2649 0.2170 -0.3957
H -6.0275 2.2063 1.3799
H -6.7181 1.3755 -0.0772
H -4.1637 2.2358 -1.0558
H -5.7594 2.9283 -1.5171
H -5.2836 4.1258 2.0670
H -3.9924 6.6585 1.9540
H -3.0828 7.0342 -0.6925
H -3.7555 4.6366 -1.9474
H 5.3458 -1.0538 0.0051
N -6.8005 -5.1465 -0.0275
C -8.0979 -5.3401 0.2411
C -8.6684 -6.5883 0.4359
C -7.8518 -7.7029 0.3448
C -6.5048 -7.5302 0.0660
C -6.0322 -6.2387 -0.1087
H -8.6977 -4.4374 0.2996
H -9.7235 -6.6869 0.6530
H -8.2612 -8.6966 0.4900
H -5.8363 -8.3782 -0.0132
H -4.9846 -6.0522 -0.3251
N 1.8938 -2.1721 4.3577
C 1.0819 -1.3167 4.9908
C 0.7354 -1.4272 6.3276
C 1.2552 -2.4869 7.0537
C 2.0969 -3.3880 6.4210
C 2.3840 -3.1859 5.0808
H 0.6970 -0.5055 4.3804
H 0.0758 -0.7034 6.7878
H 1.0072 -2.6092 8.1014
H 2.5210 -4.2279 6.9555
H 3.0405 -3.8629 4.5432
N -11.2924 -8.2013 1.6373
C -12.2670 -7.2857 1.5817
C -13.2006 -7.0893 2.5866
C -13.1257 -7.8890 3.7156
C -12.1268 -8.8459 3.7970
C -11.2402 -8.9595 2.7377
H -12.2871 -6.6857 0.6772
H -13.9661 -6.3307 2.4877
H -13.8379 -7.7677 4.5235
H -12.0373 -9.4892 4.6626
H -10.4391 -9.6918 2.7557
N -0.5709 -3.5618 -3.9863
C 0.3197 -2.5952 -4.2340
C 1.4631 -2.7756 -4.9962
C 1.7028 -4.0312 -5.5313
C 0.7965 -5.0501 -5.2875
C -0.3184 -4.7642 -4.5148
H 0.0907 -1.6309 -3.7915
H 2.1479 -1.9546 -5.1660
H 2.5863 -4.2137 -6.1321
H 0.9500 -6.0435 -5.6880
H -1.0580 -5.5281 -4.2996
N 7.5248 4.4698 0.8738
C 6.7776 5.5796 0.7866
C 7.2962 6.8623 0.8321
C 8.6662 7.0105 0.9802
C 9.4615 5.8794 1.0747
C 8.8468 4.6405 1.0147
H 5.7113 5.4129 0.6751
H 6.6453 7.7229 0.7543
H 9.1107 7.9987 1.0216
H 10.5343 5.9580 1.1917
H 9.4274 3.7263 1.0808
N 11.0053 10.0442 0.0408
C 10.8029 11.3655 -0.0324
C 10.4118 12.0227 -1.1880
C 10.2218 11.2712 -2.3377
C 10.4266 9.9012 -2.2885
C 10.8140 9.3393 -1.0819
H 10.9671 11.9108 0.8910
H 10.2603 13.0942 -1.1884
H 9.9170 11.7484 -3.2619
H 10.2886 9.2821 -3.1657
H 10.9835 8.2728 -0.9922
N -8.2535 -11.0645 1.3922
C -7.6313 -11.0768 2.5769
C -6.5882 -11.9327 2.8923
C -6.1646 -12.8326 1.9275
C -6.7938 -12.8412 0.6929
C -7.8252 -11.9412 0.4769
H -7.9998 -10.3567 3.3006
H -6.1204 -11.8959 3.8674
H -5.3528 -13.5197 2.1354
H -6.4908 -13.5298 -0.0850
H -8.3457 -11.9075 -0.4746
N 12.5773 7.0082 -2.1498
C 13.4528 7.9884 -2.4172
C 14.5939 7.8132 -3.1840
C 14.8499 6.5543 -3.7022
C 13.9614 5.5243 -3.4387
C 12.8475 5.8026 -2.6640
H 13.2122 8.9551 -1.9886
H 15.2647 8.6415 -3.3700
H 15.7326 6.3774 -4.3055
H 14.1289 4.5279 -3.8263
H 12.1217 5.0290 -2.4340
N -3.7142 6.2632 -4.5543
C -4.7178 6.7921 -3.8450
C -5.1731 8.0917 -4.0028
C -4.5520 8.8932 -4.9470
C -3.5083 8.3688 -5.6936
C -3.1316 7.0558 -5.4608
H -5.1692 6.1273 -3.1172
H -5.9917 8.4657 -3.4019
H -4.8776 9.9156 -5.1000
H -2.9990 8.9648 -6.4397
H -2.3228 6.5999 -6.0224


(3)
165
Properties=species:S:1:pos:R:3 method="wB97M-V/def2-TZVPD" homo_energy_ev="-5.5 / -5.2" gap_ev="7.519 / 5.827" energy_ev=-129323.6623 charge=-1 lumo_ha="0.07292 / 0.02171"
Bi -0.2395 -0.1266 0.4492
C 3.9829 -3.0520 1.5352
C 2.4761 -3.3320 1.6179
C 2.2153 -4.8080 1.2815
C 1.9768 -2.9578 3.0079
C 2.5087 -3.6923 4.0541
C 2.1956 -3.3842 5.3587
C 1.4818 -2.2302 5.5931
C 0.9293 -1.4386 4.5814
C 0.4737 -0.0704 5.0982
C -0.5179 0.6356 4.2146
C -0.1029 -0.0681 6.5222
C 1.0447 -1.9101 3.2408
N 0.2279 -1.6658 2.0488
C -0.3637 -2.8589 1.6710
O -0.7164 -3.7353 2.4415
C -0.3987 -3.1398 0.1975
C -0.8343 -4.3711 -0.2423
C -0.7260 -4.6618 -1.5960
C -0.1136 -3.7403 -2.4178
C 0.3128 -2.5112 -1.9047
N 0.1518 -2.2333 -0.6165
C 1.1398 -1.6408 -2.8361
O 1.4060 -2.1688 -3.9369
N 1.5502 -0.4979 -2.3441
C 2.5411 0.2213 -3.0406
C 3.8948 0.0351 -2.6686
C 4.8927 0.7773 -3.2858
C 4.5847 1.7302 -4.2402
C 3.2660 1.9076 -4.6143
C 2.2401 1.1566 -4.0539
C 0.8432 1.2480 -4.6365
C 0.4821 2.6171 -5.2138
C 0.7334 0.2064 -5.7615
C 4.2621 -1.0356 -1.6562
C 4.3734 -2.4023 -2.3462
C 5.5648 -0.7233 -0.9143
H 4.3319 -3.2045 0.5126
H 4.2134 -2.0294 1.8375
H 4.5431 -3.7213 2.1893
H 1.9840 -2.7097 0.8725
H 2.9484 -5.4536 1.7681
H 1.2234 -5.1144 1.6115
H 2.2905 -4.9696 0.2045
H 3.1557 -4.5317 3.8358
H 2.5477 -3.9963 6.1787
H 1.3378 -1.9280 6.6187
H 1.3933 0.5349 5.1295
H -1.4772 0.1348 4.2846
H -0.6510 1.6744 4.5186
H -0.1865 0.6211 3.1865
H -0.8903 -0.8152 6.6212
H 0.6490 -0.2347 7.2923
H -0.5396 0.9137 6.7090
H -1.2276 -5.0709 0.4802
H -1.0878 -5.6043 -1.9864
H 0.0731 -3.9173 -3.4661
H 5.9311 0.6125 -3.0260
H 5.3700 2.3129 -4.7067
H 3.0326 2.6404 -5.3759
H 0.1351 1.0038 -3.8418
H 1.0588 2.8274 -6.1166
H 0.6470 3.4131 -4.4908
H -0.5743 2.6261 -5.4898
H 1.4026 0.4828 -6.5816
H 1.0143 -0.7801 -5.4022
H -0.2870 0.1577 -6.1440
H 3.4399 -1.0897 -0.9329
H 5.2587 -2.4280 -2.9856
H 4.4502 -3.2080 -1.6098
H 3.5036 -2.5874 -2.9723
H 6.4321 -0.9347 -1.5422
H 5.6100 0.3283 -0.6318
H 5.6535 -1.3326 -0.0139
C 1.0888 6.2027 -1.5750
Si 0.7406 4.4345 -0.9370
C 2.3942 3.5322 -1.1471
C 0.3259 4.5650 0.9150
N -0.4724 3.4962 -1.6901
C -1.6486 3.7852 -2.2001
C -2.2107 5.1022 -2.2168
C -3.4544 5.3656 -2.7187
C -4.2253 4.3257 -3.2540
C -3.7129 3.0406 -3.3033
C -2.4572 2.7519 -2.7977
O -1.9412 1.4960 -2.8068
C -2.2432 0.5856 -3.7945
C -2.1928 -0.7557 -3.4418
C -2.4244 -1.7324 -4.3928
C -2.6978 -1.3871 -5.7077
C -2.7276 -0.0464 -6.0647
C -2.4996 0.9360 -5.1160
H 1.1001 6.2110 -2.6679
H 0.3274 6.9168 -1.2548
H 2.0555 6.5701 -1.2284
H 2.9647 3.5154 -0.2161
H 3.0235 4.0224 -1.8913
H 2.2512 2.5029 -1.4738
H 1.2091 4.7325 1.5336
H -0.1648 3.6469 1.2449
H -0.3707 5.3844 1.1013
H -1.6139 5.8892 -1.7753
H -3.8538 6.3717 -2.6883
H -5.2296 4.5087 -3.6109
H -4.3141 2.2330 -3.6874
H -1.9688 -0.9930 -2.4121
H -2.3900 -2.7732 -4.1015
H -2.8674 -2.1532 -6.4525
H -2.9207 0.2402 -7.0903
H -2.5020 1.9803 -5.3963
O -1.8970 2.1883 1.6331
N -2.0384 0.9133 1.6118
C 2.7863 0.6258 2.2629
N 1.8564 1.4510 1.4756
C 2.5445 1.8625 0.2288
N 3.7790 2.5845 0.5174
C 4.6514 1.7303 1.3183
N 4.0230 1.3305 2.5814
C 3.6820 2.5449 3.3228
N 2.7890 3.4191 2.5642
C 1.5704 2.6813 2.2430
C 3.4471 3.7721 1.3019
H 3.0235 -0.2739 1.6889
H 2.3051 0.3306 3.1944
H 1.8747 2.5148 -0.3342
H 2.7723 0.9783 -0.3729
H 5.5768 2.2685 1.5378
H 4.8817 0.8267 0.7551
H 4.6033 3.0877 3.5472
H 3.1972 2.2652 4.2620
H 0.9160 3.3181 1.6463
H 1.0596 2.4163 3.1688
H 4.3614 4.3303 1.5183
H 2.7710 4.4047 0.7234
C -5.3585 -0.2112 5.5800
Si -4.5949 -1.3669 4.2829
C -3.3072 -2.4470 5.1440
C -5.9752 -2.4487 3.5864
C -3.7534 -0.3692 2.9864
C -2.9622 0.2775 2.3155
H -5.7518 -0.7814 6.4239
H -6.1767 0.3783 5.1646
H -4.6148 0.4885 5.9642
H -3.7649 -3.1560 5.8373
H -2.6071 -1.8340 5.7133
H -2.7182 -3.0118 4.4226
H -6.5869 -2.8686 4.3874
H -5.5598 -3.2748 3.0161
H -6.6298 -1.8842 2.9206
O -5.6746 0.2939 -2.3767
S -5.4022 0.1094 -0.9768
O -6.1201 0.9484 -0.0638
N -3.7842 0.1357 -0.6775
C -3.3675 -1.0313 -0.2939
O -2.1666 -1.3775 -0.0040
C -4.4021 -2.1079 -0.2511
C -4.2156 -3.4440 0.0482
C -5.3196 -4.2858 -0.0087
C -6.5739 -3.7929 -0.3486
C -6.7503 -2.4472 -0.6540
C -5.6470 -1.6254 -0.5960
H -3.2352 -3.8007 0.3320
H -5.1996 -5.3361 0.2254
H -7.4257 -4.4601 -0.3724
H -7.7162 -2.0455 -0.9299